Entry 1:
Molecular formula: C2H6Cl2Si2
Method: DFT, ωB97M-V/def2-TZVPD

Atoms and positions in Å:
1 C 0.595566 -0.374593 -0.130375
2 C -0.649533 0.090844 -0.014451
3 Si 2.087357 0.847520 0.032388
4 Si -2.279659 -0.836244 0.151320
5 Cl 0.866243 -2.039400 -0.183730
6 Cl -0.834208 1.841607 -0.180400
7 H 1.941328 1.329840 1.363802
8 H 3.486756 0.394947 0.062814
9 H 2.262820 1.796109 -1.221858
10 H -2.480394 -1.015447 -1.214011
11 H -3.238862 0.033849 0.639384
12 H -1.757415 -2.069036 0.695118

Cartesian forces, eV/Å:
C 0.5 1.7 0.2
C 0.1 0.6 0.0
Si 0.3 0.3 -2.2
Si 2.7 -0.3 -0.5
Cl 0.3 -1.4 0.0
Cl 0.0 0.0 0.2
H -0.4 0.9 0.8
H -0.1 -0.9 0.0
H -0.7 -0.6 1.4
H -0.8 -0.6 -1.9
H -1.4 0.9 1.2
H -0.6 -0.6 0.7

Values from the calculation:
HOMO-LUMO gap = 9.98 eV
2S+1 = 1
ΔE to the lowest compared entry with this formula, charge and spin = 0.0 kcal per mole
SMILES string = [SiH3]/C(Cl)=C(/[SiH3])Cl
E = -42969.0034 eV
E_HOMO = -9.4 eV

Löwdin atomic charge list, values in e, 6 entries: number 1, C, carries -0.997; number 2, C, carries -0.941; number 3, Si, carries 0.587; number 4, Si, carries 0.651; number 5, Cl, carries 0.627; number 6, Cl, carries 0.545


Entry 2:
Molecular formula: C5H10O2
Method: DFT, ωB97M-V/def2-TZVPD

Atoms and positions in Å:
1 C -1.821951 -1.475900 0.287916
2 O -0.531188 -1.130778 -0.156713
3 C -0.439512 0.226839 -0.469702
4 C -0.427655 1.231631 0.690813
5 O 0.755857 1.851796 0.177237
6 C 0.979932 0.764162 -0.751155
7 C 2.137160 -0.124320 -0.324110
8 H -2.106578 -0.909044 1.188364
9 H -2.575865 -1.289194 -0.492514
10 H -1.806957 -2.540572 0.529636
11 H -1.163055 0.489168 -1.257556
12 H -0.255815 0.739961 1.661072
13 H -1.259831 1.938100 0.773794
14 H 1.125087 1.138576 -1.771075
15 H 2.754779 -0.400717 -1.183027
16 H 2.761119 0.419010 0.394580
17 H 1.742482 -1.026777 0.145902

Cartesian forces, eV/Å:
C -0.2 -0.1 0.1
O 0.1 0.0 0.0
C -0.1 0.2 -0.1
C -0.3 0.0 0.2
O 0.1 0.1 0.0
C 0.1 -0.1 -0.2
C 0.0 -0.1 0.0
H 0.1 -0.1 -0.1
H 0.1 0.0 0.1
H 0.0 0.1 0.0
H 0.1 0.0 0.1
H 0.0 0.1 -0.1
H 0.1 -0.1 0.0
H 0.0 0.1 0.2
H -0.1 -0.1 0.2
H -0.1 -0.1 -0.2
H 0.3 0.0 0.0

Values from the calculation:
HOMO-LUMO gap = 10.62 eV
2S+1 = 1
ΔE to the lowest compared entry with this formula, charge and spin = 59.9 kcal per mole
SMILES string = CO[C@H]1CO[C@H]1C
E = -9440.4462 eV
E_HOMO = -9.6 eV

Löwdin atomic charge list, values in e, 6 entries: number 1, C, carries -0.095; number 2, O, carries -0.154; number 3, C, carries -0.289; number 4, C, carries -0.129; number 5, O, carries -0.085; number 6, C, carries -0.295


Entry 3:
Molecular formula: C38H85FIN7O10Si2
Method: DFT, ωB97M-V/def2-TZVPD

Atoms and positions in Å:
1 C 1.202123 -2.305721 0.869704
2 C 1.564123 -1.330348 2.013533
3 C 1.467378 0.174660 1.657391
4 Si -0.248368 0.850806 1.279087
5 C -0.015491 2.669852 0.742075
6 C -0.030939 3.550931 1.997146
7 C 0.429401 4.973491 1.727062
8 F 0.826072 3.038807 2.965869
9 C -1.252037 -0.094285 -0.028157
10 C -0.972081 0.206832 -1.530206
11 C -1.404039 -1.057775 -2.345188
12 I 1.083946 0.594624 -2.043577
13 O -1.175108 0.942225 2.695762
14 Si -1.898316 -0.476090 3.230207
15 C -1.080414 -0.870837 4.885818
16 C -2.029042 -0.910595 6.116043
17 C -1.141228 -0.761970 7.359038
18 C -0.102914 -1.900249 7.448771
19 C 1.304794 -1.451330 7.031988
20 C 2.233429 -1.103934 8.190781
21 O 3.091786 -0.005806 7.808659
22 C 3.685889 -0.200738 6.610188
23 C 4.449182 -1.472804 6.297777
24 O 3.620001 0.632337 5.797826
25 H 1.854962 -3.174860 0.925483
26 H 0.196567 -2.678962 1.063433
27 H 1.244185 -1.844515 -0.111705
28 H 1.036254 -1.588168 2.929546
29 H 2.616209 -1.519025 2.243623
30 H 2.207685 0.376939 0.886458
31 H 1.807284 0.718742 2.544408
32 H -0.774057 2.997864 0.033070
33 H 0.979751 2.809000 0.319742
34 H -1.054381 3.577371 2.368372
35 H -0.083019 5.430993 0.886686
36 H 0.234548 5.551960 2.630154
37 H 1.511728 4.984173 1.606139
38 H -1.249499 -1.164275 0.128017
39 H -2.295103 0.207074 0.130991
40 H -1.645712 0.989145 -1.851965
41 H -2.399762 -0.940486 -2.766010
42 H -0.730157 -1.126364 -3.198313
43 H -1.259925 -1.977110 -1.784778
44 H -1.660321 -1.641009 2.358224
45 H -3.358692 -0.308563 3.340951
46 H -0.314552 -0.125173 5.099115
47 H -0.547630 -1.820809 4.798291
48 H -2.699584 -0.054984 6.034766
49 H -2.623283 -1.823040 6.148009
50 H -1.731666 -0.666304 8.268187
51 H -0.574784 0.151209 7.172584
52 H -0.426258 -2.771352 6.879962
53 H -0.053763 -2.227157 8.492507
54 H 1.775783 -2.222027 6.421457
55 H 1.184353 -0.571329 6.405437
56 H 1.621887 -0.734737 9.010263
57 H 2.811595 -1.957888 8.546912
58 H 5.498495 -1.328871 6.544517
59 H 4.083959 -2.339275 6.844288
60 H 4.347569 -1.660960 5.238392
61 C 1.164728 -5.583780 7.252358
62 C 0.059519 -5.811009 6.247467
63 O -0.254392 -4.945407 5.435195
64 N -0.580119 -6.999536 6.263995
65 C -0.349742 -8.134184 7.134765
66 H 1.568812 -4.585929 7.100849
67 H 0.772110 -5.652042 8.267778
68 H 1.967671 -6.309347 7.116032
69 H -1.304568 -7.082649 5.566060
70 H -0.092092 -8.995097 6.521172
71 H -1.271025 -8.352718 7.676426
72 H 0.447968 -7.948620 7.847842
73 C 4.478080 5.696722 4.158668
74 C 3.363307 5.227865 3.252775
75 O 2.920517 5.934494 2.354602
76 N 2.863709 3.988989 3.466418
77 C 3.254668 3.010079 4.472534
78 H 4.770270 6.700999 3.864949
79 H 4.141501 5.720418 5.195879
80 H 5.344461 5.040395 4.067291
81 H 2.121074 3.738088 2.828107
82 H 3.581353 2.104572 3.969981
83 H 2.388315 2.775266 5.088314
84 H 4.055157 3.375976 5.106316
85 C -2.321583 1.653061 -6.680937
86 C -1.503216 1.506791 -5.423610
87 O -1.960531 1.766349 -4.315389
88 N -0.225867 1.071713 -5.550923
89 C 0.492216 0.712280 -6.761409
90 H -3.314767 2.006875 -6.417477
91 H -1.855776 2.377387 -7.351441
92 H -2.417308 0.690455 -7.185287
93 H 0.258186 1.000895 -4.666547
94 H 0.818119 -0.327532 -6.681586
95 H 1.371133 1.351646 -6.850078
96 H -0.121653 0.829410 -7.648179
97 C -1.660434 5.162547 -8.859794
98 C -0.315352 4.491891 -8.986208
99 O -0.199910 3.281718 -9.139942
100 N 0.785729 5.281330 -8.923300
101 C 0.844069 6.720919 -8.747764
102 H -2.437798 4.406240 -8.928843
103 H -1.746246 5.664046 -7.894978
104 H -1.803792 5.886676 -9.662176
105 H 1.651482 4.772644 -9.013564
106 H 1.357399 7.161004 -9.604980
107 H 1.414439 6.944195 -7.843051
108 H -0.145488 7.155019 -8.666363
109 C -0.569837 -8.298844 2.630761
110 C -1.146392 -9.391263 3.498280
111 O -1.537502 -9.175603 4.639666
112 N -1.222407 -10.638802 2.974357
113 C -0.814632 -11.085381 1.654202
114 H -0.574840 -7.364016 3.185819
115 H 0.459349 -8.534188 2.357020
116 H -1.171148 -8.171120 1.729911
117 H -1.617171 -11.317267 3.607530
118 H -1.677889 -11.503693 1.134914
119 H -0.058022 -11.864804 1.757313
120 H -0.407631 -10.270019 1.066529
121 C -3.205293 10.269541 -9.625254
122 C -1.837458 9.644247 -9.743922
123 O -1.685914 8.439548 -9.891881
124 N -0.760338 10.468744 -9.681043
125 C -0.739646 11.910392 -9.510038
126 H -3.955694 9.487647 -9.693733
127 H -3.312199 10.772063 -8.663145
128 H -3.369770 10.982217 -10.434343
129 H 0.120704 9.986021 -9.767810
130 H -0.238330 12.365928 -10.365368
131 H -0.180210 12.156585 -8.606291
132 H -1.742291 12.315405 -9.428631
133 C -3.346662 -4.970103 -4.283907
134 C -2.102136 -5.814055 -4.432359
135 O -1.959726 -6.870577 -3.837223
136 N -1.127382 -5.352930 -5.261059
137 C -1.123093 -4.132331 -6.045295
138 H -4.027892 -5.462800 -3.596675
139 H -3.095652 -3.987878 -3.880473
140 H -3.845218 -4.858424 -5.247736
141 H -0.322744 -5.958081 -5.311543
142 H -1.009437 -4.387303 -7.100483
143 H -0.271134 -3.523872 -5.735592
144 H -2.037511 -3.565403 -5.909247

Cartesian forces, eV/Å:
C -0.4 0.0 1.1
C 0.9 0.0 -0.6
C -0.4 -0.8 0.7
Si 0.2 1.0 -0.2
C 0.5 -0.6 1.2
C -1.5 1.1 -1.9
C -0.2 -0.6 0.6
F -2.0 -1.6 0.2
C 0.3 0.8 -0.3
C -1.3 -2.0 0.6
C 1.1 0.8 -0.6
I -0.1 0.3 0.1
O 0.0 -1.3 -1.0
Si 0.7 0.4 1.1
C -0.8 -0.4 0.0
C 0.9 0.4 -0.3
C -0.1 -0.3 -0.6
C 0.0 0.0 0.8
C -0.2 -0.6 -0.2
C -0.6 0.4 -0.1
O 0.0 -0.7 0.5
C 0.4 -2.0 1.1
C -0.3 -0.3 0.7
O 0.1 2.5 -2.0
H 0.1 0.0 -0.3
H -0.2 0.0 -0.4
H 0.1 0.0 -0.1
H -0.3 0.1 0.0
H 0.1 0.1 0.2
H -0.2 0.2 -0.3
H -0.1 0.2 0.0
H 0.0 0.1 0.0
H 0.0 -0.1 -0.4
H 0.1 -0.3 0.6
H -0.1 -0.1 -0.1
H 0.0 0.3 -0.1
H -0.5 0.3 -0.6
H 0.3 -0.2 0.1
H 0.0 0.0 0.1
H 0.7 0.7 -0.3
H -0.2 -0.1 0.4
H -0.2 -0.2 -0.3
H -0.3 0.0 0.2
H 0.0 0.1 -0.3
H -0.1 0.1 0.0
H 0.0 0.2 -0.3
H 0.0 -0.1 0.0
H -0.2 0.0 0.2
H 0.0 -0.1 0.0
H 0.0 0.0 0.1
H -0.2 0.3 0.5
H 0.0 0.0 -0.1
H 0.0 -0.2 0.0
H 0.0 0.0 -0.2
H 0.3 0.1 0.0
H 0.2 0.2 0.2
H 0.0 0.0 0.0
H 0.1 0.1 0.0
H 0.1 0.0 0.1
H 0.1 0.0 -0.2
C 0.0 0.1 0.0
C -0.2 0.1 -0.2
O 0.1 0.1 0.1
N 0.3 0.4 0.2
C -0.2 0.0 -0.3
H -0.1 0.0 -0.1
H 0.1 -0.1 0.0
H 0.0 0.0 0.1
H 0.0 -0.3 0.0
H 0.0 -0.1 0.2
H 0.1 -0.2 0.1
H 0.0 0.1 0.0
C 0.0 0.2 0.0
C 0.2 -0.6 0.4
O 0.8 0.6 0.0
N 1.7 1.2 0.0
C -0.5 0.4 -0.7
H -0.1 0.0 -0.1
H 0.1 -0.1 0.0
H 0.0 0.0 0.1
H 1.0 0.1 0.6
H 0.1 -0.1 0.2
H 0.1 -0.1 0.1
H 0.0 0.0 0.0
C -0.1 0.1 0.0
C 0.0 0.0 0.2
O -0.1 -0.1 0.0
N -0.3 0.0 -0.2
C 0.1 0.0 0.5
H 0.0 0.0 0.1
H 0.0 -0.2 -0.2
H 0.1 0.1 -0.1
H 0.1 0.0 0.0
H 0.0 0.0 -0.2
H 0.0 -0.1 -0.2
H 0.0 0.1 0.0
C 0.0 -0.1 -0.1
C 0.0 -0.2 0.0
O -0.1 0.0 0.1
N -0.2 0.0 0.0
C 0.4 -0.3 0.1
H 0.1 -0.1 0.0
H 0.0 0.1 -0.1
H 0.0 0.1 0.1
H 0.0 0.0 0.0
H -0.1 0.2 0.0
H 0.0 0.2 0.0
H 0.0 0.0 -0.1
C 0.0 0.0 0.1
C -0.1 0.0 0.1
O -0.1 0.0 -0.2
N 0.1 0.2 0.0
C -0.2 -0.3 0.3
H 0.0 0.0 0.0
H 0.0 0.0 -0.1
H 0.1 0.0 -0.1
H 0.0 0.0 0.0
H 0.1 0.0 -0.2
H 0.0 0.0 -0.2
H 0.0 0.0 0.0
C 0.0 -0.1 0.0
C 0.1 -0.2 0.0
O -0.1 0.1 0.0
N -0.3 0.0 0.0
C 0.4 -0.3 0.0
H 0.1 -0.1 0.0
H 0.0 0.1 -0.1
H 0.0 0.1 0.1
H 0.0 0.0 0.0
H -0.1 0.2 0.0
H -0.1 0.2 0.0
H 0.0 -0.1 0.0
C 0.0 0.0 0.0
C 0.1 -0.2 0.1
O -0.1 0.1 0.0
N -0.3 0.1 0.1
C 0.5 -0.4 0.1
H 0.1 -0.1 0.0
H -0.1 0.1 -0.1
H 0.0 0.1 0.0
H 0.0 0.0 0.0
H -0.1 0.2 0.0
H -0.1 0.2 -0.1
H 0.0 0.0 0.0

Values from the calculation:
HOMO-LUMO gap = 8.89 eV
2S+1 = 1
E = -98268.7549 eV
E_HOMO = -8.4 eV

Löwdin atomic charge list, values in e, 6 entries: number 1, C, carries -0.107; number 2, C, carries -0.286; number 3, C, carries -0.242; number 4, Si, carries 0.455; number 5, C, carries -0.179; number 6, C, carries -0.423


- Among the records above, which one has the lowest E_HOMO?
  C5H10O2


- Which formula does entry 3 have?
  C38H85FIN7O10Si2


- Number 1 is which compound?
  C2H6Cl2Si2